Entry 1:
ORCA calculation (the ωB97M-V functional and the def2-TZVPD basis) on a molecular structure, C42H57FN8SSeSiSr.

Structure (XYZ):
```
112
C42H57FN8SSeSiSr, DFT the ωB97M-V functional and the def2-TZVPD basis
Sr 0.2296 -0.2516 -0.6565
Se -4.7213 -0.1042 -7.1831
S -1.2092 -2.1825 1.5634
Si 3.2461 -0.5231 1.4390
F -0.7654 1.3398 0.9515
N 1.6851 0.2082 1.3761
N -0.9882 -0.7153 3.7737
N 1.7898 0.0463 -2.5670
N -2.7314 -0.1665 2.4250
N -1.9567 -1.5390 -1.8154
N -1.6399 1.1551 -1.9518
N -4.2783 -1.4094 -6.0455
N -3.9789 1.1660 -6.1699
C 1.8676 -0.9228 -3.6588
C -2.1402 -2.8475 -1.7134
C -2.1252 -2.3291 6.3015
C 2.6001 1.1355 -2.4252
C -3.1466 -1.5926 -3.8964
C 0.2246 -1.4175 4.1770
C 0.1492 3.2377 3.9131
C -2.6093 2.6666 -4.0715
C 4.5834 2.5605 -2.7402
C 4.1983 3.4114 -1.7146
C -0.0044 1.7901 2.0369
C 1.2565 1.1724 2.2095
C 4.6506 0.6931 1.1705
C 1.4002 2.6835 4.1549
C 1.9371 1.7008 3.3390
C -2.7987 1.2850 -4.0411
C -3.6578 -0.8507 -5.0434
C 0.9708 -0.4591 -4.8148
C -2.2933 0.5598 -2.9584
C 1.3295 -2.2541 -3.1015
C 2.2286 2.0880 -1.4296
C -3.5974 -0.2400 1.2588
C 3.8093 1.4585 -3.0876
C -1.4758 2.4694 -1.9904
C 3.2847 -1.7708 0.0393
C 5.8637 2.8101 -3.4951
C 2.9961 3.1673 -1.0511
C -6.3167 0.0119 2.7335
C -0.0126 -2.7383 4.8930
C -3.3164 -2.9715 -3.7789
C -2.4670 -0.9084 -2.8833
C -4.6543 -1.3373 1.3382
C -3.4902 0.5786 -5.1129
C -1.9434 3.2700 -3.0295
C -0.5613 2.7751 2.8055
C -0.6318 -2.6394 6.2859
C -1.6527 -0.9416 2.6390
C 2.5484 4.0399 0.0894
C -5.5255 -1.2816 2.5897
C 3.5824 -1.4914 3.0304
C -2.8154 -3.6072 -2.6649
C 3.2487 -1.2938 -4.2343
H -6.2143 -2.1294 2.5732
H 2.9217 1.3151 3.5700
H -2.9953 0.4712 3.1593
H 1.4956 4.3187 -0.0046
H -2.9300 -4.6723 -2.5234
H -0.4713 -3.5896 6.8018
H -4.1511 -2.3035 1.2789
H -4.0604 0.7437 1.1589
H 3.4177 -0.9039 3.9346
H -1.5352 3.1644 2.5337
H -6.9364 0.1925 1.8524
H -2.9867 3.2317 -4.9129
H 0.8138 -1.5647 3.2745
H 5.6642 2.9935 -4.5529
H -3.8383 -3.5096 -4.5585
H -0.0605 -0.3408 -4.4700
H 2.0625 -2.6936 -2.4231
H -0.6265 -3.3777 4.2528
H -6.9747 -0.0160 3.6022
H 1.1243 -2.9739 -3.8973
H 4.2191 -2.3354 0.0398
H 5.6015 0.1580 1.1015
H 4.5005 1.2364 0.2345
H 4.1898 0.8377 -3.8782
H -0.2539 4.0195 4.5404
H 3.1711 -2.2497 -4.7581
H 4.8160 4.2576 -1.4378
H -2.3450 -1.3274 5.9325
H 2.6551 3.5186 1.0443
H -2.5312 -2.3998 7.3115
H -5.2838 -1.2515 0.4454
H -1.7681 4.3358 -3.0109
H -0.9339 2.9057 -1.1585
H -0.0909 -1.8895 6.8731
H 6.5304 1.9478 -3.4347
H 2.4743 -2.5030 0.1386
H -1.7289 -3.3141 -0.8267
H -2.6735 -3.0319 5.6703
H -4.8973 -1.4339 3.4729
H -2.9682 -0.3878 0.3806
H 3.6107 -0.5691 -4.9603
H 3.1359 4.9569 0.1385
H 0.7779 -0.7202 4.8109
H 3.9912 -1.4015 -3.4423
H 1.9861 3.0312 4.9974
H 0.9778 -1.1665 -5.6488
H 4.6196 -1.8353 3.0480
H 2.9477 -2.3782 3.0855
H -1.2362 0.1058 4.3050
H 0.9620 -3.2298 4.9666
H 1.3121 0.5123 -5.1790
H 4.7452 1.4299 1.9702
H 3.1864 -1.2742 -0.9292
H 6.3954 3.6750 -3.0988
H 1.2867 1.9783 -0.8992
H 0.3900 -2.1387 -2.5541
H -5.6657 0.8809 2.8521
```

Results
Frontier orbital gap ... 4.776 eV
ΔE to the lowest compared entry with this formula, charge and spin ... 0.0 kcal per mole
2S+1 ... 1
Total charge ... 0

Atom charges from the Löwdin analysis, given in e for atoms 1 to 4: Sr 1.316; Se 1.121; S 0.667; Si 0.365

Entry 2:
ORCA calculation (the ωB97M-V functional and the def2-TZVPD basis) on a molecular structure, C42H57N6O7S2SiTi at a distorted geometry.

Structure (XYZ):
```
116
C42H57N6O7S2SiTi, DFT the ωB97M-V functional and the def2-TZVPD basis
Ti 1.1837 0.8242 0.8034
S 3.9182 0.8056 0.8492
S 5.0877 2.7236 -1.1100
Si 1.3416 -2.5026 0.1246
O 1.1955 -1.0469 0.7563
O -0.0648 -3.3689 0.2635
O -2.4693 0.2055 2.3328
O 1.7310 -2.3973 -1.4604
O 2.4913 -3.4514 0.8101
O -0.9664 2.1518 -4.1623
O -3.0932 4.7791 -2.1169
N 1.9014 2.6573 1.1303
N 2.8390 3.1903 0.2164
N 1.0717 0.9884 2.9601
N -2.8591 2.4542 -0.2253
N -0.8173 1.7594 0.7203
N -1.1600 1.8244 -1.6036
C -2.4515 3.3002 4.3054
C -2.3252 -3.5633 0.8857
C 1.8668 -2.9462 -3.7480
C -5.4450 1.4171 -2.6614
C -1.5603 1.9746 -0.3419
C -3.8093 3.6410 -2.1839
C -4.6884 3.6068 -3.2731
C 2.2313 -4.7309 -2.0484
C -4.5665 1.4358 -1.5966
C 1.3097 1.3522 -4.2185
C 0.1695 1.6595 -3.5179
C 2.6243 -4.0794 2.0841
C 2.3837 0.8297 -3.5039
C 2.2894 -3.0778 3.1848
C 4.4261 4.1560 -1.9996
C -2.2114 1.4721 2.7579
C -2.1613 5.0683 -1.0685
C -2.7104 1.9810 3.9514
C 0.5216 0.3761 5.2037
C 3.9104 -2.8882 -2.2985
C -5.4929 2.5214 -3.5103
C 1.4822 2.2334 3.3948
C -1.6079 -1.6163 -0.5179
C -3.5200 -0.4736 3.0022
C 1.9861 3.0829 2.3889
C -1.6005 -3.9234 -1.4764
C 1.4070 2.5684 4.7689
C -1.6973 4.1031 3.4730
C 4.0815 -4.5066 2.1777
C -1.1823 3.5769 2.2933
C -1.4142 2.2612 1.9246
C 0.6118 0.1169 3.8570
C 0.1167 1.4946 -2.1306
C 1.7139 -5.3012 2.1791
C 2.2867 0.6438 -2.1327
C 3.7955 2.3426 0.0455
C 1.1652 1.0064 -1.3555
C -1.6721 1.1454 -4.8822
C 0.9370 1.6504 5.6609
C 2.4299 -3.2472 -2.3666
C -1.3813 -3.0976 -0.2139
C -3.7490 2.5296 -1.3323
H -0.9308 -3.5727 -2.2674
H 4.7313 -3.6327 2.0724
H 2.4057 -3.5114 -4.5157
H 2.7076 -5.3399 -2.8216
H 1.7306 3.5533 5.0893
H 0.8069 -3.2205 -3.7874
H 4.4930 -3.5303 -2.9663
H 0.6799 -5.0164 1.9763
H -1.4873 5.1318 3.7435
H 2.0115 -6.0521 1.4393
H -6.1593 2.5293 -4.3660
H -3.3711 -3.3889 0.6084
H -2.8319 3.6851 5.2448
H -3.2781 2.2972 0.6758
H -1.8484 6.0933 -1.2491
H 2.5393 -3.4853 4.1680
H 4.0588 -1.8437 -2.5872
H -1.0541 0.7156 -5.6726
H 1.3492 1.5129 -5.2914
H -1.9915 0.3373 -4.2163
H 1.1652 -4.9763 -2.0140
H 2.6709 -4.9777 -1.0799
H -3.2930 1.3546 4.6131
H -1.8187 2.0879 -2.3144
H 3.7606 4.6926 -1.3262
H 1.2195 -2.8428 3.1646
H 2.5073 4.0051 2.6218
H -1.3838 -4.9771 -1.2754
H 0.1452 -0.3777 5.8821
H -0.8915 -1.2576 -1.2662
H 3.1375 0.2103 -1.6285
H 5.2637 4.7906 -2.2970
H -0.5649 4.1804 1.6386
H -2.0956 -3.0209 1.8076
H -2.6232 -1.4721 -0.9063
H 0.8822 1.8974 6.7170
H 3.8712 3.8184 -2.8768
H -1.2888 4.4196 -1.1168
H 4.3153 -5.2118 1.3745
H -6.0704 0.5507 -2.8403
H -2.6343 -3.8318 -1.8260
H -4.7048 4.4703 -3.9283
H 4.2815 -4.9872 3.1404
H -4.4014 0.1652 3.1010
H -2.6173 4.9946 -0.0850
H 1.7804 -5.7434 3.1779
H -4.4792 0.5804 -0.9333
H 1.9515 -1.8783 -3.9557
H 4.2709 -3.0145 -1.2734
H 3.3015 0.5668 -4.0242
H 2.8409 -2.1466 3.0284
H -2.5497 1.6167 -5.3227
H 0.3070 -0.8412 3.4518
H -3.7649 -1.3393 2.3970
H -3.2152 -0.8116 3.9963
H -2.1825 -4.6327 1.0694
H -1.4852 -1.0153 0.3834
```

Results
Frontier orbital gap (alpha / beta) ... 4.843 / 6.643 eV
2S+1 ... 3
Total charge ... -1

Atom charges from the Löwdin analysis, given in e for atoms 1 to 4: Ti 0.798; S 0.548; S 0.783; Si 0.048